The following is a DFT calculation (ωB97M-V/def2-TZVPD) of an isolated ion of composition C7H12N3 and charge +1 in a non-equilibrium geometry.

Structure (ORCA input):
```
! wB97M-V def2-TZVPD RIJCOSX def2/J DEFGRID3
* xyz 1 1
N -0.2914 -0.0587 -0.9432
H 0.3982 -0.1298 2.4760
C 0.2590 1.6095 0.7918
N -0.2958 -2.7216 2.7434
H 1.0335 2.5964 -2.4535
H -1.2046 1.7046 -1.4897
H -0.5691 1.9790 1.3611
C -0.4142 0.9502 -1.9093
H 1.0847 1.7098 1.4325
H 1.6130 1.4835 -1.5598
H 0.4120 2.2224 -0.0545
H -1.0932 -2.2905 0.9168
C -0.4320 -1.9614 1.7106
C -0.4776 -1.3080 -1.3289
N -0.6372 -2.3670 -1.7601
C 0.9216 1.5615 -2.3563
H 1.1748 1.2364 -3.3596
C 0.0575 -0.6657 1.6257
H -0.9143 -3.6164 2.9199
H 0.2891 -2.6231 3.5519
H -0.9843 0.4988 -2.6997
C 0.0701 0.1901 0.3849
*
```

The total energy is -437.86519 Ha. The orbital gap is 8.3825 eV. As for the SMILES: CC/[N+](C#N)=C(C)/C=C/N. For the HOMO energy, the calculation gives -13.247 eV. For the LUMO energy, the calculation gives -4.864 eV.

Atomic partial charges in e from the natural (NBO) method, atoms 1 to 4:
1 N -0.4300
2 H 0.2414
3 C -0.6968
4 N -0.6809

***

The following is a DFT calculation (ωB97M-V/def2-TZVPD) of C4H7NO as an isolated structure in a non-equilibrium geometry.

Structure (ORCA input):
```
! wB97M-V def2-TZVPD RIJCOSX def2/J DEFGRID3
* xyz 0 1
H 1.8119 -0.8626 -0.7764
N -0.9570 -1.0206 0.7683
H -0.8952 -1.7336 -1.2736
C -1.1656 -0.8544 -0.6785
H 1.7920 -0.3051 0.9493
H 0.5171 1.7450 1.2407
C 0.3660 1.6004 0.1726
C 1.3836 -0.1655 -0.0618
O 1.5381 1.1937 -0.4843
C -0.1054 -0.1093 0.0731
H -2.0674 -0.3507 -1.0378
H -1.6879 -0.5689 1.3150
H -0.5859 1.3810 -0.2887
*
```

The total energy is -286.41880 Ha. The orbital gap is 9.5794 eV. For the HOMO energy, the calculation gives -8.589 eV. For the LUMO energy, the calculation gives 0.991 eV.

Atomic partial charges in e from the natural (NBO) method, atoms 1 to 4:
1 H 0.1812
2 N -0.5874
3 H 0.2032
4 C -0.2702

***

The following is a DFT calculation (ωB97M-V/def2-TZVPD) of a 9-piece molecular cluster, H18O9 overall in a non-equilibrium geometry.

Structure (ORCA input):
```
! wB97M-V def2-TZVPD RIJCOSX def2/J DEFGRID3
* xyz 0 1
H -4.3254 -2.0895 -1.3698
H -0.2486 -1.7621 0.3083
O 1.3455 -1.9190 3.4329
H 1.6078 -2.9632 -2.7283
H 5.7858 1.1170 -0.4775
H 0.6505 -2.1514 -1.8711
O 1.5500 -2.1480 -2.2173
H -2.9247 -2.6627 -1.2306
O -2.0237 3.5818 -0.6706
H -0.8309 -2.6520 -0.7775
H -2.4695 0.8822 2.5507
H 4.8406 0.5505 0.5693
O 5.6462 0.3445 0.0819
H -0.4927 -0.1015 -0.4998
O 0.7886 3.5259 -2.0349
H 1.5222 -2.2728 2.5539
H -2.3977 3.8311 0.1820
O -0.5614 -1.7432 -0.6032
H 0.3862 -1.8296 3.4612
H 1.2248 3.9258 -1.2740
O -2.3375 1.5379 3.2446
H 0.4249 -0.1050 0.7118
O -0.1846 0.4583 0.2218
H -1.7564 2.1926 2.8412
O -3.7752 -2.8286 -1.6526
H -2.3790 2.7009 -0.8341
H 0.9342 2.5803 -1.9184
*
```

The total energy is -687.88677 Ha. The orbital gap is 10.0906 eV. As for the SMILES: O.O.O.O.O.O.O.O.O. For the HOMO energy, the calculation gives -10.914 eV. For the LUMO energy, the calculation gives -0.823 eV.

Atomic partial charges in e from the natural (NBO) method, atoms 1 to 4:
1 H 0.4733
2 H 0.4862
3 O -0.9237
4 H 0.4640

***

The following is a DFT calculation (ωB97M-V/def2-TZVPD) of a 2-piece molecular cluster, CHF2NO2 overall in a non-equilibrium geometry.

Structure (ORCA input):
```
! wB97M-V def2-TZVPD RIJCOSX def2/J DEFGRID3
* xyz 0 1
F -0.8450 -0.2967 1.4588
C -0.5450 0.2220 0.2497
O 1.1557 0.0163 -1.4252
O 1.5124 -0.8584 0.5103
F -0.5806 1.5665 0.2464
H -1.6289 -0.4231 -0.7271
N 0.9313 -0.2266 -0.3127
*
```

The total energy is -443.48511 Ha. The orbital gap is 10.9556 eV. For the HOMO energy, the calculation gives -11.343 eV. For the LUMO energy, the calculation gives -0.387 eV.

Atomic partial charges in e from the natural (NBO) method, atoms 1 to 4:
1 F -0.3112
2 C 0.6330
3 O -0.3121
4 O -0.3402

***

Taking the records one at a time from the top gives energy relative to the best compared isomer or geometry (same formula, charge and spin) values of 349.5; 558.8; 365.0; 249.5 kJ/mol.